Formula: C4H7IO
Source: the Open Molecules 2025 dataset
Level of theory: ωB97M-V/def2-TZVPD

Structure (ORCA input):
```
! wB97M-V def2-TZVPD RIJCOSX def2/J DEFGRID3
* xyz 0 1
C -0.86 2.42 1.22
C 0.09 1.68 0.68
C -0.92 -0.84 -0.82
C -1.96 0.10 -1.19
O -0.80 -1.40 0.24
I 1.60 2.70 -0.39
H -1.60 2.01 1.88
H -0.81 3.58 1.30
H 0.32 0.65 1.01
H -0.26 -1.07 -1.79
H -2.66 -0.48 -1.86
H -1.79 1.08 -1.60
H -2.59 0.24 -0.23
*
```

Results
HOMO-LUMO gap: 0.3590 Eh
max |F|: 4.7 eV/Å
LUMO level: 0.5 eV
energy above the lowest of the compared OMol25 structures with the same formula, charge and spin: 171.0 kJ/mol
SMILES string: C=CI.CC=O
energy: -14407.460 eV
M: 198.003 g/mol

Per-atom natural (NBO) charges, elementary charge units:
1. C -0.412
2. C -0.372
3. C 0.454
4. C -0.743
5. O -0.531
6. I 0.107
7. H 0.210
8. H 0.215
9. H 0.248
10. H 0.095
11. H 0.248
12. H 0.256
13. H 0.225